{
  "formula": "C56H124BF9N6O9S2",
  "method": "ωB97M-V/def2-TZVPD",
  "symbols": ["C", "H", "H", "H", "H", "H", "H", "C", "H", "H", "C", "H", "H", "H", "C", "H", "H", "C", "H", "H", "S", "H", "C", "H", "C", "C", "H", "C", "C", "H", "H", "H", "H", "H", "H", "C", "H", "H", "H", "O", "C", "H", "H", "C", "H", "C", "H", "F", "C", "N", "H", "C", "H", "H", "H", "C", "F", "H", "C", "C", "H", "H", "H", "H", "H", "N", "H", "C", "F", "C", "H", "H", "S", "H", "C", "F", "C", "O", "H", "H", "H", "N", "H", "C", "H", "H", "H", "O", "H", "H", "H", "H", "C", "H", "H", "H", "H", "H", "H", "H", "H", "H", "O", "H", "H", "H", "C", "H", "H", "C", "C", "H", "H", "C", "C", "H", "C", "H", "O", "H", "C", "H", "C", "F", "H", "H", "C", "H", "C", "H", "H", "H", "H", "C", "F", "C", "H", "H", "H", "H", "O", "C", "H", "H", "H", "B", "H", "C", "H", "C", "H", "C", "F", "C", "H", "H", "C", "C", "O", "H", "C", "F", "N", "H", "H", "H", "O", "F", "H", "H", "H", "C", "C", "H", "H", "H", "H", "C", "C", "H", "C", "C", "H", "H", "H", "H", "C", "H", "C", "C", "H", "N", "H", "H", "H", "C", "H", "H", "H", "C", "O", "H", "H", "H", "N", "H", "H"],
  "coordinates": [[-24.295449, 8.836138, 4.110007], [-30.065246, 4.206553, 7.861225], [-30.615271, 9.618696, 4.448746], [-30.489483, 5.315216, 9.166762], [-23.759672, 8.729631, -3.247167], [-26.244780, 1.987275, -2.465317], [-29.141751, 9.068863, 1.633513], [-26.951506, 2.327714, 4.882445], [-23.781098, 10.972630, 3.827501], [-27.910599, 3.329752, 2.476871], [-26.750955, 6.504025, -0.535523], [-24.361739, 4.805588, 8.455560], [-23.199098, 4.841558, 7.080830], [-27.446505, 9.636724, 4.980818], [-24.810463, 6.763700, 6.336462], [-34.116804, 6.666580, -0.648074], [-25.769699, 9.511524, 7.095078], [-25.260002, 1.933483, -4.644048], [-26.734270, 8.842267, -2.208220], [-23.852382, 6.797118, 5.840529], [-29.040651, 11.566727, 6.104899], [-27.725120, 2.707884, -5.971857], [-23.803543, 3.589308, -1.488496], [-26.964336, 0.015702, 2.908543], [-24.353497, 7.856194, -2.985850], [-23.454138, 5.095831, 1.883674], [-33.337114, 2.520285, 4.621553], [-26.622371, 9.407402, 4.291212], [-32.434964, 8.986309, 6.026982], [-27.091676, 5.442786, -0.625544], [-26.058933, 3.704294, -2.401233], [-31.471693, 0.985334, 4.983469], [-29.737004, 2.887085, -4.129844], [-25.194510, 4.574434, -4.132975], [-25.948797, 1.337413, -6.612652], [-28.709791, 3.236185, -4.078861], [-24.391448, 7.961383, 3.429111], [-26.240625, 8.973783, -0.483466], [-24.431423, 5.558372, 1.994253], [-29.575833, 10.191854, 6.066006], [-31.313118, 8.903955, 4.025813], [-25.665834, -0.926146, -6.265901], [-26.116541, 11.551631, 4.210872], [-30.311907, 1.372574, 3.282047], [-24.257836, 3.495472, 7.369128], [-27.508820, 2.317885, 2.523795], [-29.425261, 3.057857, 4.249307], [-29.195516, 11.263213, 3.667442], [-24.075794, 0.524752, -6.246000], [-32.133588, 6.253545, -1.202657], [-24.535536, 3.335620, 1.059693], [-32.643130, 6.958699, 4.663114], [-29.171612, 6.863511, 0.228219], [-23.604806, 9.237360, -0.731638], [-30.507010, 4.937429, -1.453116], [-31.501373, 7.621740, -1.333950], [-28.859535, 13.297419, 4.253422], [-24.406459, 2.700687, -1.236559], [-25.993074, 10.620741, 3.658679], [-27.372811, 0.241981, 3.887628], [-30.276605, 10.468678, 1.775690], [-30.834241, 8.264055, 3.256499], [-24.954470, 10.670688, 5.988682], [-26.768199, -0.942212, 5.668500], [-31.400529, 5.959441, 6.959868], [-27.866208, 1.761018, 3.867428], [-26.840597, 4.925494, -4.756309], [-31.312337, 8.298675, -0.005231], [-31.144093, 7.149298, -4.851220], [-23.905518, 8.188994, -0.603239], [-33.330273, 10.815493, 5.436592], [-24.421089, 2.395996, -4.161122], [-28.843415, 7.278366, -3.803727], [-24.361015, 10.047193, 2.351158], [-24.677458, -0.855953, -5.826812], [-21.718192, 4.122701, -2.385383], [-31.972299, 4.112605, 0.039930], [-26.395925, 6.743119, 0.817847], [-25.989154, 6.916033, 4.590148], [-32.458384, 3.287778, 3.226818], [-28.804489, 6.963524, 8.006003], [-24.926876, 7.919290, -1.631316], [-25.854571, 6.137724, -2.341809], [-30.644846, 6.767882, 7.026154], [-32.878283, 8.534657, 6.890416], [-29.923838, 0.393403, 3.082580], [-25.705365, 4.154287, -5.859210], [-24.290987, 4.324534, -2.510289], [-30.596530, 5.789851, 0.077854], [-24.785700, 5.878241, -1.113705], [-33.211586, 9.312211, 2.951081], [-27.148692, 6.740459, 1.417174], [-29.893591, 7.106520, -5.261197], [-22.750156, 3.174176, 1.077303], [-29.728586, 8.146025, 5.767349], [-33.250792, 4.980149, -2.397126], [-31.839727, 5.716399, -3.168528], [-30.665771, 10.206266, -0.694001], [-27.672884, 1.201258, 6.616133], [-24.666506, 2.526243, -6.662206], [-30.943993, 7.556210, 0.728076], [-27.354593, 3.288469, 5.199778], [-27.493829, 7.051674, -4.342625], [-25.443575, -0.149491, 4.923813], [-26.897251, 8.605501, 3.621213], [-30.148131, 6.613347, 4.993943], [-27.701912, 2.498946, -4.908626], [-26.201019, 5.293562, 6.931003], [-23.319929, 8.733895, 4.625754], [-26.003467, 4.220988, -4.790473], [-24.186316, 4.591214, 7.424001], [-23.033225, 4.799817, 2.851818], [-31.459101, 3.903594, 0.981272], [-29.365608, 6.143533, 7.588051], [-33.219075, 6.225766, -0.222558], [-33.004388, 6.785843, 0.679313], [-31.189105, 5.228581, -0.662571], [-32.067971, 6.411376, 3.896258], [-29.065050, 8.657543, -3.320721], [-31.037020, 7.485600, 7.745940], [-29.603240, 9.916194, 1.119960], [-26.017156, 2.493507, 4.359856], [-32.574543, 9.688396, 3.732083], [-21.670706, 2.416873, -1.089337], [-25.250307, 4.738377, 5.602004], [-31.675773, 9.684448, 6.354051], [-25.049839, 9.608287, 6.260396], [-34.421607, 9.500346, 5.106313], [-25.044705, 1.674948, -6.084885], [-25.964652, 1.618395, 6.607544], [-25.490477, 0.997877, -4.098507], [-30.365103, 1.938448, 2.347175], [-24.689491, 7.207661, 7.333806], [-29.282072, 1.977511, 4.245459], [-29.596160, 8.076539, -6.070707], [-26.786668, 1.296487, 5.999822], [-33.793644, 4.717929, 1.213957], [-24.796253, -1.008941, -4.734489], [-28.440509, 3.917961, 0.920125], [-27.589952, 7.166872, -0.834451], [-27.568289, 11.518025, 6.111208], [-32.351415, 2.754251, 4.167210], [-28.325692, -0.291637, 4.017954], [-28.860855, 4.768574, 9.156831], [-31.814907, 3.455851, 4.813597], [-29.091540, 5.533538, 2.825639], [-27.923190, 1.672989, 1.751655], [-23.579627, 3.889349, 0.964215], [-23.114854, 0.656883, -5.691754], [-25.158797, 5.292110, 6.566726], [-24.033819, 9.359742, 6.593945], [-33.384963, 4.777211, 0.215968], [-30.783613, 12.346266, 4.510289], [-29.673036, 5.017543, 8.503389], [-29.431341, 8.893244, -0.729028], [-32.078813, 8.209864, -2.050742], [-30.491485, 7.376474, 5.701950], [-30.228790, 9.362649, -0.126119], [-29.311970, 6.189579, -2.925642], [-26.387187, 10.702093, 2.639966], [-26.673438, 2.912809, -2.824060], [-29.638909, 5.900744, -5.808508], [-25.469663, 8.805053, 5.088553], [-34.062948, 4.229809, -0.437259], [-28.474333, 3.916238, -2.110298], [-30.146141, 6.439237, 2.107965], [-23.630441, 4.444892, -0.323766], [-22.656223, 2.212029, -3.025675], [-32.292554, 0.699436, 3.497116], [-26.108294, 5.016491, 3.663693], [-32.287669, 8.618936, 0.382444], [-32.683048, 5.900151, -2.520786], [-25.884164, 8.986081, -1.520802], [-28.772206, 10.554715, 0.789314], [-27.799915, 1.442511, -4.651157], [-22.814684, 5.848283, 1.392147], [-28.576420, 2.108500, -2.078612], [-22.418235, 3.132645, -1.972886], [-26.517385, -0.004945, 5.141590], [-26.438867, 2.317130, 2.330548], [-25.878460, 7.459680, 5.501910], [-31.655489, 1.420024, 4.002641], [-32.260037, 10.703544, 3.484801], [-23.828079, 0.441340, -7.298742], [-28.777786, 5.744812, 6.730459], [-24.027130, -1.686830, -6.193938], [-29.492768, 12.207734, 4.527213], [-25.204990, 7.679419, -3.629106], [-24.482872, 10.197078, 3.438852], [-25.566323, 6.567412, -1.375342], [-24.272651, 8.065380, 0.424640], [-26.407670, 2.873303, -4.334548], [-29.347522, 1.591591, 5.270270], [-26.834455, 7.609477, 5.998417], [-31.988681, 3.194311, -0.546421], [-33.355636, 9.773195, 5.130677], [-23.121055, 7.457168, -0.753920], [-33.479828, 7.544442, 4.277310], [-33.385927, 6.648223, -2.939944], [-28.203984, 2.999744, -2.633447], [-29.720840, 12.369289, 7.083901], [-30.590279, 7.433255, -1.912843], [-25.400972, 9.888652, -1.829029], [-23.658475, 7.010696, -3.005333], [-31.701890, 8.010440, 5.176214], [-33.074228, 6.352600, 5.423642], [-28.748316, 4.307998, -4.267393]],
  "forces_ev_per_angstrom": [[-0.114, -0.283, 0.053], [0.421, -0.106, 0.716], [0.400, -0.434, -0.058], [-0.056, -0.114, 0.056], [-0.386, 0.347, 0.185], [-0.149, -0.306, 0.273], [-0.018, 0.097, 0.505], [-0.302, 0.662, 0.996], [-0.470, -0.698, -0.474], [0.268, -0.179, -0.185], [-1.296, -0.787, 1.312], [0.407, 0.472, 0.814], [0.674, 0.147, 0.296], [0.322, -0.126, -0.203], [-0.518, -0.557, 0.602], [-0.074, -0.022, -0.120], [0.305, 0.085, -0.615], [-1.230, -0.137, 1.053], [0.275, -0.135, 0.252], [0.393, 0.212, -0.268], [1.553, -1.450, 3.415], [0.004, -0.199, -0.104], [0.262, 1.505, -1.338], [0.212, 0.015, 0.159], [0.836, -0.583, -0.237], [0.066, -0.186, 0.021], [0.480, 0.586, -0.358], [0.490, 0.476, 1.418], [0.316, 0.570, 0.916], [-0.111, 0.715, -0.091], [-0.060, 0.225, -0.169], [-0.244, -0.070, 0.253], [-0.032, -0.281, -0.583], [-0.205, -0.276, -0.486], [-0.093, 0.248, 0.302], [-0.664, -0.166, 1.109], [-0.181, 0.635, 0.310], [0.039, 0.479, -0.312], [-0.123, 0.010, 0.248], [0.022, 0.121, -0.359], [-0.218, -0.419, -0.232], [-0.223, -0.348, -0.197], [-0.109, -0.292, 0.005], [0.660, 1.219, 0.935], [-0.114, 0.213, -0.206], [-0.497, -0.138, -0.068], [0.195, 0.127, 0.280], [0.756, -0.924, -2.080], [0.854, -1.461, 0.666], [-0.662, 0.826, 0.067], [0.267, 0.035, 0.664], [0.235, 1.304, -0.928], [0.246, -0.719, 1.315], [0.388, -0.451, -0.020], [0.007, -0.074, -0.045], [0.415, -0.235, -0.697], [0.407, 1.526, -0.782], [-0.039, -0.187, 0.436], [0.806, -0.592, -1.496], [-2.039, -0.019, 0.680], [0.081, -0.096, -0.122], [-0.484, 0.578, 0.193], [-0.527, -0.403, -0.003], [-0.368, 0.525, -0.306], [0.138, 0.228, 0.120], [2.617, -1.756, -0.673], [0.127, -0.268, 0.219], [0.239, -0.352, 0.878], [-1.287, 0.127, -0.504], [0.715, 0.112, 0.384], [-0.082, -0.005, 0.195], [0.504, 0.148, 0.120], [2.039, 0.846, 0.635], [0.420, 0.384, 0.544], [0.744, 0.122, 0.132], [1.232, 1.038, -0.835], [-0.256, 1.113, -0.153], [0.746, 0.602, 0.345], [-0.476, -0.634, -0.588], [-0.331, -0.116, -0.303], [0.493, 0.092, 0.454], [-0.158, -0.858, 0.811], [-0.074, 0.568, -0.027], [-1.154, -1.438, 1.213], [-0.318, -0.509, 0.315], [-0.594, -0.858, -0.384], [-0.043, 0.029, 0.783], [0.326, -0.744, 1.330], [-0.119, -0.480, -0.397], [0.347, -0.013, 0.627], [-0.121, -0.238, -0.384], [-0.332, -0.264, -0.323], [1.488, -0.725, 1.242], [-0.110, 0.222, -0.007], [0.070, 0.196, -0.171], [0.057, -0.155, -0.135], [0.053, 0.104, -0.324], [0.443, -0.371, -0.149], [-0.133, -0.034, 0.110], [-0.037, 0.043, 0.404], [-0.245, 0.340, -0.337], [0.177, 0.089, 0.012], [-1.018, 0.140, 0.644], [-0.447, 0.549, -0.136], [-0.100, -0.012, -0.527], [-0.222, 0.198, -0.194], [-0.574, -0.670, -0.023], [0.274, -0.299, 0.345], [-0.785, 0.048, -0.067], [0.116, 1.067, -1.036], [0.052, -1.289, 0.318], [-0.148, 0.257, -0.088], [-0.150, -0.049, -0.004], [0.263, 0.704, -1.888], [-1.406, -0.275, 1.072], [0.503, 0.264, -0.205], [1.035, 0.117, 0.214], [-0.678, 0.020, 0.282], [-0.088, -1.901, -0.214], [0.039, 0.078, 0.079], [0.520, -0.369, -0.051], [0.273, 0.128, 0.204], [-0.644, 0.905, 0.591], [-0.236, 0.284, 0.008], [0.185, 0.672, 0.247], [0.327, -0.054, 0.381], [0.009, 1.375, 0.881], [0.533, -0.330, -0.161], [0.105, -0.383, -1.249], [0.455, -0.165, 0.466], [0.071, 0.376, -0.375], [0.234, -0.021, 0.023], [-0.023, 0.143, -0.270], [-0.065, 0.308, -0.486], [-0.432, 0.440, -1.225], [0.142, -0.545, -1.683], [0.002, -0.034, 0.279], [0.193, 0.267, -0.528], [-0.758, 1.568, 0.613], [0.352, -0.420, -0.150], [-1.296, 0.644, -0.150], [-0.263, -0.053, 0.315], [0.464, -0.173, -0.301], [0.540, -0.627, 0.011], [0.009, -0.224, 0.221], [-0.970, 0.400, -2.558], [-0.478, 0.180, 0.052], [-0.295, -0.219, -0.386], [-0.680, 0.246, -0.398], [-1.781, 0.107, -1.694], [-0.475, -0.529, -0.147], [0.291, -1.057, -0.764], [-2.104, 0.896, -0.490], [-1.238, -0.071, 0.274], [-0.261, 0.427, -0.005], [-0.442, -0.029, 0.363], [1.438, 0.451, 0.011], [-0.722, 0.538, -1.150], [0.126, 0.689, -0.301], [-0.313, 0.509, 0.361], [-0.290, -0.472, -0.055], [-0.476, 0.411, -0.399], [0.903, 0.200, -0.092], [-0.226, 0.129, 0.057], [0.117, -0.199, 0.523], [2.191, -1.139, 1.010], [0.384, -0.151, -0.973], [0.661, 1.076, 0.870], [-0.401, 0.121, -0.060], [-0.986, 0.210, -0.342], [0.310, 0.570, -0.080], [-0.563, -0.881, -0.573], [-1.997, 0.347, -0.322], [-0.291, 0.139, 0.366], [-0.131, -0.234, -0.643], [0.076, -0.458, 0.276], [-0.025, 0.575, -0.714], [-1.331, -2.649, 0.231], [0.458, 0.490, 0.598], [0.109, 0.049, 0.537], [0.983, -0.168, 0.707], [0.375, -1.177, -0.163], [-0.241, -0.157, -0.323], [0.167, 0.041, -0.164], [-0.060, 0.308, 0.338], [-0.624, 0.645, 0.219], [0.547, -0.746, 1.328], [0.091, 0.129, -0.511], [-0.162, 0.511, -0.526], [0.423, -0.154, -1.858], [-0.384, -0.114, -0.539], [0.641, 0.721, 0.708], [-0.383, 0.006, -0.296], [-0.073, -0.400, 0.226], [-0.222, 0.072, 0.057], [0.462, 0.329, -1.377], [0.427, 0.178, 0.009], [0.093, -0.515, -0.520], [0.713, -0.156, 0.511], [0.627, 0.565, -0.211], [0.426, 0.317, -0.454], [0.044, 0.078, 0.736], [0.242, 0.760, 0.206], [-0.329, -0.135, -0.080], [-0.711, -0.581, -0.893], [0.241, -0.614, 0.817], [0.179, -0.172, -0.058]],
  "lowdin_charge": [-0.089, 0.084, 0.083, 0.087, 0.119, 0.116, 0.053, -0.170, 0.131, -0.089, -0.272, 0.077, 0.082, 0.099, -0.172, 0.150, 0.131, -0.124, 0.103, 0.114, 0.527, 0.143, -0.421, 0.128, 0.031, -0.082, 0.097, -0.100, -0.109, 0.108, 0.087, 0.111, 0.123, 0.087, 0.119, -0.152, 0.136, 0.111, 0.011, -0.371, -0.119, 0.063, 0.107, -0.159, 0.073, -0.092, 0.096, 0.121, -0.242, -0.258, 0.107, 0.049, 0.217, 0.116, 0.105, -0.118, 0.213, 0.144, -0.131, -0.040, 0.062, 0.109, 0.114, 0.123, 0.120, -0.253, 0.079, -0.229, 0.143, 0.012, 0.120, 0.109, 0.529, 0.104, -0.100, 0.214, -0.106, -0.118, 0.046, 0.053, 0.115, -0.350, 0.118, -0.193, 0.138, 0.100, 0.117, -0.234, 0.023, 0.097, 0.098, 0.002, -0.721, 0.119, 0.112, 0.111, 0.089, 0.135, 0.109, 0.122, 0.022, 0.110, -0.317, 0.123, 0.125, 0.083, -0.116, 0.105, 0.138, 0.019, -0.102, 0.072, 0.075, -0.270, -0.132, 0.112, -0.132, 0.100, -0.310, 0.132, -0.110, 0.116, -0.116, 0.119, 0.055, 0.120, 0.012, 0.123, -0.207, 0.102, 0.137, 0.110, 0.126, -0.136, 0.194, -0.106, 0.104, 0.067, 0.158, 0.074, -0.322, -0.090, 0.120, 0.073, 0.061, 0.110, 0.091, -0.263, 0.124, -0.300, 0.113, -0.120, 0.175, -0.103, 0.083, 0.151, -0.176, -0.257, -0.357, 0.110, -0.075, 0.126, -0.272, 0.110, 0.065, -0.064, -0.138, 0.054, 0.116, 0.111, 0.115, 0.027, -0.013, 0.087, 0.150, 0.080, 0.120, -0.542, -0.112, 0.093, -0.158, -0.250, 0.103, 0.106, 0.102, 0.086, -0.795, 0.095, -0.119, -0.124, 0.095, -0.248, 0.140, 0.136, 0.115, -0.095, 0.113, 0.099, 0.134, -0.126, -0.261, 0.078, 0.110, 0.118, -0.250, 0.100, 0.068],
  "energy_ha": -4932.68434,
  "orbital_gap_ha": 0.1510,
  "charge": 2,
  "lumo_ev": -7.1
}